# C23H37AsN10O6S2Ti

A molecular structure, C23H37AsN10O6S2Ti (ωB97M-V with the def2-TZVPD basis set, the OMol25 dataset).

Values from the calculation:
Expectation value of S² ... 2.018
F_max ... 0.48 eV/Å
Net charge ... -2
Kohn-Sham gap (spin up / spin down) ... 4.7 / 5.8 eV
Spin multiplicity ... 3

Last column: Löwdin charge in e.
Cartesian coordinates (Å):
As -1.75 3.92 0.00  0.686
Ti 0.08 0.09 -0.73  0.592
S 3.36 1.99 1.85  0.584
S -0.93 2.09 0.79  0.043
O -1.20 -1.47 6.80  0.035
O -0.74 -1.08 0.99  -0.125
O -1.81 -2.67 -1.61  0.014
O -1.85 -2.31 2.49  0.016
O -2.11 -2.43 5.02  0.094
O 2.70 -2.07 -1.84  -0.045
N -1.87 0.12 -1.76  -0.027
N 3.27 -0.66 1.43  -0.064
N -5.52 0.46 -3.79  0.085
N 2.20 -0.68 0.52  0.031
N 1.20 0.55 4.08  0.010
N 0.42 -2.16 -1.73  0.137
N 5.19 0.12 2.33  0.033
N 1.04 0.86 -1.97  -0.161
N 0.72 0.08 2.94  0.105
N 1.66 -3.15 -3.52  -0.074
C -0.73 -2.78 -2.18  -0.524
C 2.91 -3.32 -4.21  -0.058
C -1.92 0.10 -3.09  -0.134
C -0.38 -0.83 4.68  -0.067
C -4.25 0.30 -1.72  -0.019
C -1.99 4.93 1.70  -0.423
C -3.10 0.21 -3.80  -0.028
C -0.24 -0.76 3.27  -0.138
C 0.57 0.05 5.16  -0.027
C 0.52 -3.70 -4.04  -0.099
C -1.27 -1.60 5.59  -0.540
C -0.66 -3.57 -3.42  -0.007
C -4.30 0.34 -3.11  -0.345
C 1.61 -2.42 -2.30  -0.508
C 3.43 1.29 -2.26  -0.070
C 1.97 0.76 -4.21  -0.071
C 2.01 1.44 -2.84  -0.739
C 1.73 2.94 -3.03  -0.076
C -0.17 4.96 -0.56  -0.378
C -3.02 0.20 -1.09  -0.142
C -1.00 -1.45 2.15  -0.552
C -2.57 3.56 -2.67  -0.082
C 3.93 0.44 1.82  -0.935
H 0.70 3.08 -3.36  0.057
H -2.71 4.39 2.31  -0.009
H 2.40 3.40 -3.76  0.068
H 0.02 4.81 -1.62  -0.020
H -5.15 0.37 -1.12  0.108
H -2.94 0.20 -0.01  0.084
H 0.82 0.33 6.17  0.122
H -1.99 -2.38 4.00  0.053
H 2.73 1.16 -4.90  0.065
H 3.70 -2.96 -3.56  0.077
H 3.65 0.23 -2.12  0.054
H 5.70 0.95 2.58  0.052
H -5.42 0.88 -4.70  0.075
H -1.60 3.20 -2.98  -0.040
H 5.72 -0.53 1.78  0.078
H 0.99 0.89 -4.68  0.063
H 0.64 -4.23 -4.98  0.111
H 1.53 -1.36 0.88  0.066
H 2.56 -1.05 -0.37  0.036
H 4.19 1.72 -2.93  0.066
H -1.57 -4.00 -3.80  0.095
H -0.37 6.02 -0.37  0.001
H -2.35 5.94 1.48  -0.009
H -2.87 4.56 -2.97  -0.045
H -0.96 0.02 -3.58  0.099
H 3.50 1.80 -1.30  0.049
H 1.84 3.45 -2.07  0.060
H -1.04 4.97 2.23  0.002
H 1.95 1.22 4.02  0.088
H 2.93 -2.74 -5.14  0.083
H 2.14 -0.31 -4.09  0.055
H 0.69 4.63 0.02  0.008
H -3.34 2.83 -2.45  -0.054
H -3.07 0.22 -4.89  0.103
H -6.22 0.93 -3.25  0.077
H 3.08 -4.37 -4.45  0.079
H 3.77 -1.53 1.52  0.138

***

# C31H24I2N7O2PtSb

A molecular structure, C31H24I2N7O2PtSb (ωB97M-V with the def2-TZVPD basis set, the OMol25 dataset).

Values from the calculation:
F_max ... 0.88 eV/Å
Energy above the lowest of the compared OMol25 structures with the same formula, charge and spin ... 0.00 kJ/mol
Net charge ... +2
Kohn-Sham gap ... 3.0 eV

Last column: Löwdin charge in e.
Cartesian coordinates (Å):
Pt 0.47 0.34 -0.08  1.350
I 1.66 -4.22 1.87  1.108
I -2.55 -6.73 -1.46  1.158
Sb 2.87 1.97 1.84  1.604
O -1.50 1.09 -0.10  -0.232
O 0.45 -1.72 0.46  -0.180
N 2.42 -0.18 -0.36  -0.084
N 0.96 2.22 -0.58  -0.093
N 0.37 0.30 2.19  0.003
N -1.41 -1.38 -1.51  0.106
N -4.45 4.49 1.23  0.171
N -0.50 3.38 2.91  0.169
N -3.35 2.12 -0.74  0.193
C -0.16 -2.72 -0.01  -0.389
C -0.54 -5.14 0.03  -0.203
C 2.78 -1.09 -1.29  -0.276
C 5.00 -1.14 -0.38  -0.006
C -3.51 3.83 1.28  -0.229
C 1.41 0.80 2.86  -0.460
C -1.36 3.19 2.16  -0.215
C -0.64 -0.31 2.85  -0.277
C -0.16 1.95 -2.76  -0.016
C -0.58 -0.42 4.24  0.013
C -2.34 2.03 0.16  -0.457
C -2.38 -1.21 -2.39  -0.077
C 0.43 2.80 -1.68  -0.278
C -1.56 -5.02 -0.90  -0.623
C 0.52 4.18 -1.83  0.022
C 4.08 -1.59 -1.30  0.008
C -2.38 2.96 1.22  -0.192
C 1.16 4.94 -0.87  0.006
C 0.50 0.06 4.94  -0.006
C 1.84 -1.54 -2.36  -0.014
C 1.66 2.93 0.32  -0.417
C -1.91 -3.74 -1.46  -0.187
C 3.33 0.33 0.50  -0.398
C 1.52 0.69 4.23  -0.094
C 1.78 4.30 0.19  -0.089
C 0.15 -4.03 0.48  -0.609
C -1.84 -0.87 2.15  -0.014
C -3.17 -2.26 -2.86  0.008
C -1.19 -2.61 -1.03  -0.161
C 4.62 -0.14 0.50  -0.088
C -2.93 -3.53 -2.40  -0.001
H 0.65 1.60 -3.41  0.102
H 2.33 4.86 0.93  0.108
H 6.01 -1.53 -0.38  0.132
H 5.34 0.28 1.20  0.103
H -0.68 1.08 -2.36  0.023
H -1.92 -1.94 2.37  0.101
H -4.11 2.76 -0.61  0.102
H -0.85 2.53 -3.37  0.100
H -3.44 1.39 -1.43  0.095
H 0.55 -0.04 6.01  0.130
H -3.52 -4.37 -2.75  0.080
H -0.29 -6.11 0.43  0.092
H -3.96 -2.07 -3.58  0.127
H -1.84 -0.72 1.08  0.035
H 4.34 -2.32 -2.04  0.136
H 1.70 -2.62 -2.31  0.102
H 0.87 -1.06 -2.30  0.034
H 2.37 1.12 4.75  0.104
H -1.41 -0.90 4.75  0.135
H 0.08 4.64 -2.70  0.134
H -2.53 -0.20 -2.76  0.111
H 1.21 6.01 -0.97  0.133
H -2.74 -0.39 2.55  0.112
H 2.28 -1.31 -3.33  0.110

***

# C32H58F3IN3O5

2 unconnected molecules or ions with the total composition C32H58F3IN3O5 in a non-equilibrium geometry (ωB97M-V with the def2-TZVPD basis set, the OMol25 dataset).

Values from the calculation:
F_max ... 6.56 eV/Å
Net charge ... +1
Kohn-Sham gap ... 7.5 eV

Last column: Löwdin charge in e.
Cartesian coordinates (Å):
I 3.64 -0.90 0.71  0.802
F -3.39 -4.13 0.03  0.117
F -2.66 -2.36 1.37  0.127
F -4.27 -2.06 -0.30  0.075
O 1.36 -0.57 2.68  -0.062
O -1.38 2.68 -0.16  -0.142
O 3.28 2.51 3.49  -0.190
O 6.91 1.24 5.85  -0.196
O -2.12 -2.51 -0.95  0.040
N -5.50 2.66 -1.65  -0.140
N -1.60 -0.14 -0.40  -0.012
N 4.01 1.79 6.48  -0.050
C 0.14 -6.03 -0.17  -0.140
C 2.65 1.54 4.31  -0.240
C 1.72 -3.19 -2.83  -0.229
C -2.61 4.68 -1.97  -0.171
C -1.11 -1.56 -0.57  -0.098
C -4.21 4.86 -2.17  -0.173
C 1.58 -5.76 -2.44  -0.197
C -5.83 1.45 -0.90  -0.119
C -0.29 -0.42 -4.49  -0.183
C 4.69 2.39 3.40  -0.096
C 2.71 1.85 5.81  -0.187
C -5.05 3.99 -1.12  -0.143
C -5.72 2.28 -3.05  -0.085
C -1.54 1.90 1.04  -0.095
C 1.22 -4.56 -3.50  -0.192
C -1.50 0.69 -1.68  -0.149
C -0.82 0.47 0.74  -0.190
C -1.64 -0.97 -3.82  -0.184
C 1.85 -1.95 -3.84  -0.197
C 4.66 0.48 6.41  -0.205
C -2.17 2.13 -1.27  -0.227
C 1.67 -0.26 1.48  -0.705
C -3.06 -2.75 0.08  -0.421
C 0.61 -1.74 -4.84  -0.194
C 6.13 0.55 6.83  -0.204
C 0.27 -6.39 -1.75  -0.250
C 0.76 0.59 0.48  -0.115
C -2.11 3.21 -2.44  -0.105
C -2.40 0.07 -2.86  -0.105
C -6.21 0.82 -3.16  -0.081
C -6.31 0.23 -1.72  -0.062
C 7.33 2.53 6.26  -0.109
H 8.09 2.88 5.57  0.090
H -4.44 5.98 -1.95  0.125
H -2.61 -0.07 -0.13  0.178
H 5.00 2.82 2.45  0.090
H 2.34 2.87 5.96  0.120
H 2.29 -5.40 -1.61  0.105
H -4.48 3.89 -0.12  0.132
H -0.43 0.93 -1.98  0.152
H -1.40 -1.98 -3.35  0.094
H 1.09 0.29 -0.59  0.100
H -2.92 0.83 -3.52  0.117
H -1.04 3.32 -2.86  0.135
H 6.50 3.25 6.24  0.071
H -2.77 2.95 -3.35  0.114
H 4.62 2.48 6.06  0.063
H 6.24 0.98 7.83  0.123
H 6.52 -0.47 6.87  0.122
H 7.76 2.51 7.27  0.090
H -0.97 -0.21 1.66  0.168
H -6.65 -0.80 -1.34  0.091
H 2.01 1.19 6.35  0.119
H -0.36 -1.53 -1.46  0.147
H 0.06 -4.52 -3.50  0.096
H 5.17 2.97 4.19  0.071
H -2.40 4.90 -0.87  0.110
H 2.83 -2.10 -4.44  0.121
H 1.60 1.55 4.02  0.104
H -2.37 -1.19 -4.69  0.138
H 5.02 1.35 3.43  0.081
H 4.13 -0.22 7.07  0.124
H 0.29 -4.92 0.04  0.051
H -1.07 2.37 1.97  0.157
H -3.21 1.92 -0.84  0.128
H 2.08 -6.60 -3.04  0.108
H -0.47 -1.89 0.33  0.173
H -0.93 -6.28 0.21  0.073
H -0.07 -2.65 -4.95  0.101
H -0.72 -6.08 -2.25  0.095
H 1.07 -1.52 -5.88  0.115
H -3.24 -0.53 -2.34  0.121
H 0.37 0.22 -3.81  0.084
H -2.67 1.72 1.25  0.148
H -6.02 4.56 -0.86  0.135
H -6.48 0.24 -4.12  0.092
H 3.01 0.53 4.07  0.089
H 1.62 -4.76 -4.54  0.120
H 0.85 -6.69 0.46  0.083
H -2.04 5.48 -2.57  0.124
H -5.56 2.98 -3.93  0.102
H 2.03 -1.01 -3.18  0.097
H -5.76 1.37 0.24  0.101
H 4.63 0.07 5.39  0.098
H 1.07 -3.00 -1.91  0.084
H 1.03 1.71 0.59  0.159
H -0.46 0.20 -5.45  0.122
H 2.79 -3.39 -2.42  0.112
H 0.27 -7.55 -1.79  0.110
H -4.53 4.72 -3.27  0.106